[1]
Here is a cluster of 2 separate species, C2H8NO in total at a distorted geometry from the OMol25 dataset. Energies are from ωB97M-V/def2-TZVPD.

Values from the calculation:
E, eV: -5734.44926
HOMO energy, Ha: -0.519
Total charge: +1
Energy above the lowest of the compared OMol25 structures with the same formula, charge and spin, kJ/mol: 42.0
Lowest unoccupied orbital energy, Eh: -0.14294
Kohn-Sham gap, Eh: 0.3759

Atoms and positions in Å:
O 0.0729 -0.0937 0.3341
N -1.6796 -2.0061 -0.8582
C 0.5197 0.9251 0.8104
C 1.5613 1.7443 0.0832
H 1.7224 1.1698 -0.8172
H 0.0682 1.2949 1.7446
H -0.8578 -1.7278 -0.3138
H -2.4004 -2.5445 -0.3713
H 2.4587 1.7822 0.7082
H -1.4622 -2.5863 -1.6753
H -2.0429 -1.1119 -1.2061
H 1.3415 2.7951 -0.1480

Atomic forces in eV per Å
-0.2 -0.8 -0.2
-0.5 0.0 -1.0
-0.4 1.4 -0.3
-0.1 -0.5 0.5
0.5 0.2 -0.4
0.4 0.0 0.2
0.3 -0.2 0.5
0.2 0.5 0.5
0.1 -0.1 -0.1
0.5 0.2 0.1
-0.3 -0.2 0.1
-0.5 -0.4 0.2


[2]
Here is a cluster of 2 separate species, C2H8NO in total at a distorted geometry from the OMol25 dataset. Energies are from ωB97M-V/def2-TZVPD.

Values from the calculation:
E, eV: -5731.73025
HOMO energy, Ha: -0.567
Total charge: +1
Energy above the lowest of the compared OMol25 structures with the same formula, charge and spin, kJ/mol: 304.3
Lowest unoccupied orbital energy, Eh: -0.17338
Kohn-Sham gap, Eh: 0.3937

Atoms and positions in Å:
O -1.9955 0.4863 -0.7412
N 1.6650 -0.4734 0.4324
C -0.6768 0.9231 -0.2845
C -0.3158 -0.4294 0.2372
H -0.9927 1.7112 0.4125
H 1.7902 0.4737 0.7756
H -0.2835 -1.2342 -0.4976
H -0.2124 1.4807 -1.1096
H 2.0100 -1.3452 0.8093
H -0.5237 -0.4880 1.3152
H -2.2608 -0.4406 -0.7840
H 1.7961 -0.6644 -0.5655

Atomic forces in eV per Å
-0.6 0.9 -0.3
-3.3 -0.8 -2.1
-2.6 -0.2 -0.8
3.7 1.3 1.0
0.9 -0.6 0.6
1.1 -0.6 0.1
-0.6 0.0 0.6
0.6 -1.0 0.0
0.2 0.5 1.5
-0.4 -0.9 -0.8
0.6 -0.1 0.0
0.5 1.3 0.2


[3]
Here is a cluster of 2 separate species, C2H8NO in total at a distorted geometry from the OMol25 dataset. Energies are from ωB97M-V/def2-TZVPD.

Values from the calculation:
E, eV: -5733.75682
HOMO energy, Ha: -0.565
Total charge: +1
Energy above the lowest of the compared OMol25 structures with the same formula, charge and spin, kJ/mol: 108.8
Lowest unoccupied orbital energy, Eh: -0.19897
Kohn-Sham gap, Eh: 0.3658

Atoms and positions in Å:
O -0.3750 0.5154 3.0673
N -0.3941 -0.2062 -0.1787
C 0.7302 -0.6641 -2.3259
C 0.1349 0.2390 -1.2991
H 0.0047 -0.8535 -3.0909
H -0.9263 0.4136 0.4494
H 1.5967 -0.1459 -2.7883
H -0.3331 -1.1207 0.2301
H -1.3251 0.8189 3.2590
H 1.2773 -1.6438 -2.0338
H -0.0193 1.0833 3.7345
H 0.2929 1.3191 -1.2974

Atomic forces in eV per Å
-3.1 0.7 -0.1
-0.2 1.8 -0.9
2.7 -0.3 0.5
0.5 -2.0 2.5
-0.5 -0.2 -0.5
0.9 0.1 -0.3
-0.8 0.2 0.0
0.0 -0.9 -0.7
1.5 -1.2 -0.8
-1.7 1.4 0.3
1.5 0.4 0.7
-0.8 -0.1 -0.7


[4]
Here is a cluster of 2 separate species, C2H8NO2 in total at a distorted geometry from the OMol25 dataset. Energies are from ωB97M-V/def2-TZVPD.

Values from the calculation:
E, eV: -7788.35205
HOMO energy, Ha: -0.126
Total charge: -1
Energy above the lowest of the compared OMol25 structures with the same formula, charge and spin, kJ/mol: 80.4
Lowest unoccupied orbital energy, Eh: 0.17111
Kohn-Sham gap, Eh: 0.2966

Atoms and positions in Å:
O -1.3671 -0.5199 -0.1594
O 0.0715 0.4818 -1.9293
N 1.4088 0.7227 0.4334
C -0.4260 -0.9977 0.6873
C 0.2543 0.1948 1.3401
H 0.7785 -0.0272 2.3117
H -0.5397 1.0664 1.4607
H 1.9555 0.0000 -0.0137
H -0.6796 0.1077 -1.1409
H -0.7446 -1.6242 1.5455
H 0.8974 1.1769 -0.4340
H -0.4971 1.0589 -2.4715
H 0.3630 -1.6946 0.2535

Atomic forces in eV per Å
-0.5 -0.4 -0.9
-1.4 0.6 -0.4
-2.5 2.3 -0.6
0.6 0.0 1.0
2.1 1.5 -0.6
-0.8 0.1 -0.5
1.7 -1.8 -0.1
-0.4 -0.6 0.3
0.5 -0.5 -0.1
-1.0 -0.1 -0.1
1.4 -1.3 2.1
0.4 -0.4 0.2
-0.3 0.7 -0.2


[5]
Here is a cluster of 2 separate species, C2H8NO2 in total at a distorted geometry from the OMol25 dataset. Energies are from ωB97M-V/def2-TZVPD.

Values from the calculation:
E, eV: -7781.75395
HOMO energy, Ha: -0.558
Total charge: +1
Energy above the lowest of the compared OMol25 structures with the same formula, charge and spin, kJ/mol: 116.2
Lowest unoccupied orbital energy, Eh: -0.13411
Kohn-Sham gap, Eh: 0.4242

Atoms and positions in Å:
O -0.9478 0.9965 1.9023
O 0.8336 -0.3018 -3.1220
N 0.3617 0.3633 -0.2565
C 0.0319 -0.7378 0.6871
C -0.5692 -0.1390 1.9448
H 0.8562 1.1668 0.1699
H 1.1630 0.3558 -3.7427
H 0.5838 0.0612 -1.2155
H 0.3164 -0.9587 -3.6173
H 0.9848 -1.2522 0.8447
H -0.5029 0.8931 -0.4487
H -0.5893 -0.8041 2.8237
H -0.6412 -1.4184 0.1698

Atomic forces in eV per Å
-0.1 0.1 0.4
-0.4 -0.2 0.5
-2.2 1.6 -0.2
1.2 -0.1 -0.4
0.2 -0.2 -0.4
0.8 -0.9 -0.3
-0.1 -0.1 -0.2
1.1 -0.1 -0.2
0.3 0.4 0.0
-0.3 -0.2 0.4
-0.3 -0.3 0.2
-0.2 0.2 0.0
-0.1 -0.1 0.2


[6]
Here is a cluster of 2 separate species, C2H8NO2 in total at a distorted geometry from the OMol25 dataset. Energies are from ωB97M-V/def2-TZVPD.

Values from the calculation:
E, eV: -7780.96649
HOMO energy, Ha: -0.573
Total charge: +1
Energy above the lowest of the compared OMol25 structures with the same formula, charge and spin, kJ/mol: 192.2
Lowest unoccupied orbital energy, Eh: -0.12942
Kohn-Sham gap, Eh: 0.4441

Atoms and positions in Å:
O 1.3442 0.4090 -0.2657
O 1.2648 2.2036 1.2531
N -0.4780 -1.5115 -0.6713
C -1.4616 -0.8968 0.3195
C 1.4159 1.6261 -0.0362
H -1.5238 0.1270 0.0406
H -0.9825 -1.3749 -1.6296
H 1.9737 2.2841 -0.5745
H -0.3924 -2.4957 -0.3565
H -0.9031 -1.0100 1.2064
H 0.3515 -0.9197 -0.8612
H 1.9718 2.8227 1.3606
H -2.5805 -1.2637 0.2147

Atomic forces in eV per Å
-1.2 3.4 0.5
-1.4 -2.9 -2.4
-3.4 0.3 -2.6
-1.2 -0.2 -1.5
1.1 -3.4 4.6
0.1 1.0 0.1
1.1 -1.4 1.8
1.0 1.9 -2.8
0.7 0.7 -1.1
-0.5 0.0 1.6
0.4 -0.5 1.3
0.6 1.2 0.0
2.7 0.0 0.5


Q: Number 5 is which compound?
A: C2H8NO2


Q: Which value of Kohn-Sham gap does entry 4 give?
A: 0.2966 Eh


Q: Among the records above, which one has the highest HOMO energy?
A: number 4